No. 1
Entry from OMol25: a 15-piece molecular cluster, C19H68N8O15 overall in a non-equilibrium geometry (ωB97M-V/def2-TZVPD).

**Molar mass**: 648.794 g/mol
**Electronic energy**: -2331.14646 a.u.
**Gap between HOMO and LUMO**: 0.290 Eh
**Lowest unoccupied orbital energy**: -0.1 eV
**Energy relative to the best compared isomer or geometry (same formula, charge and spin)**: 201.4 kJ/mol
**Strongest force on any atom**: 8.72 eV/Å
**Net charge**: 0

Element x y z (Å)
O (-1.387, -5.431, -0.831)
O (-0.408, 3.595, 3.884)
O (0.561, 3.424, -0.710)
O (-2.626, -1.183, -1.007)
O (5.128, 2.534, -1.855)
O (5.275, -0.469, 1.637)
O (1.055, -2.979, -0.356)
O (-1.530, -1.306, 1.764)
O (1.470, -1.233, 3.714)
O (3.190, 3.751, 0.101)
O (1.972, -0.095, -2.388)
O (-2.866, 2.546, 1.348)
O (0.080, -0.224, -0.407)
O (-0.941, 3.015, -2.651)
O (-0.662, -1.427, -4.340)
N (-3.930, -0.451, -2.827)
N (-4.917, -1.623, -1.327)
N (1.057, -2.710, 5.504)
N (-0.658, -2.278, 4.191)
N (-0.850, 1.373, 3.093)
N (0.964, 1.638, 4.185)
N (-1.603, 2.352, -4.775)
N (-1.370, 0.818, -3.291)
C (-1.708, -4.176, -0.226)
C (3.933, -0.828, 2.079)
C (3.081, 2.967, 1.262)
C (0.058, -2.307, -3.492)
C (1.532, -3.148, 0.986)
C (2.281, 1.268, -2.595)
C (0.841, 0.522, 0.502)
C (-3.780, -1.079, -1.728)
C (-0.054, 2.236, 3.686)
C (0.061, 4.352, 0.275)
C (0.616, -2.021, 4.524)
C (-3.609, 2.817, -0.964)
C (-3.220, -4.095, 0.081)
C (-2.696, 2.048, 0.032)
C (-0.432, -3.699, -3.976)
C (-1.182, 2.068, -3.612)
C (5.205, 1.218, -1.506)
C (-2.851, -0.983, 2.225)
C (3.570, 3.703, 2.423)
H (-1.594, -1.673, 0.885)
H (3.393, 3.197, 3.341)
H (4.649, 3.868, 2.339)
H (-0.128, -4.004, -4.942)
H (4.740, 3.143, -1.276)
H (0.486, -3.426, 6.127)
H (-0.585, -1.566, -5.259)
H (-0.425, 0.453, 2.801)
H (-0.999, -2.017, 3.291)
H (3.371, -1.039, 1.164)
H (-3.373, 2.511, -2.069)
H (-3.673, 3.147, 1.355)
H (2.542, 1.745, -1.602)
H (-1.568, 1.676, 2.505)
H (2.099, -2.651, 5.700)
H (-4.879, -1.984, -0.405)
H (2.535, -3.507, 1.023)
H (-0.518, 5.098, -0.233)
H (-2.966, 1.028, -0.094)
H (0.893, -0.061, 1.406)
H (0.048, -1.096, -0.105)
H (1.135, -2.096, -3.600)
H (-3.372, -5.079, 0.636)
H (-2.121, -5.661, -1.362)
H (6.142, 0.752, -1.474)
H (-3.201, 0.149, -3.159)
H (3.470, 0.127, 2.397)
H (0.928, -3.841, 1.517)
H (4.688, 0.948, -0.606)
H (3.996, -1.413, 2.976)
H (3.741, 2.142, 1.130)
H (-1.085, -3.937, 0.657)
H (1.192, -0.159, -1.841)
H (1.174, 0.629, 3.987)
H (-1.391, -2.522, 4.871)
H (2.064, 2.651, 1.441)
H (-1.430, -3.796, -3.922)
H (-1.613, 2.113, -0.154)
H (3.009, 4.683, 2.477)
H (-1.973, 1.597, -5.377)
H (-0.141, 3.336, -1.339)
H (2.389, 3.795, -0.411)
H (-3.281, -1.806, 2.785)
H (-2.684, -0.088, 2.766)
H (1.906, 0.710, 0.086)
H (-3.527, -0.732, 1.409)
H (-1.437, -3.511, -0.959)
H (-1.136, 0.560, -2.337)
H (1.226, -3.808, -0.832)
H (-0.327, -2.189, -2.498)
H (-3.942, -4.072, -0.731)
H (-1.196, -0.054, -3.858)
H (-3.383, -3.221, 0.729)
H (-4.851, -0.155, -3.153)
H (0.773, 4.909, 0.873)
H (1.562, 2.181, 4.755)
H (0.333, 1.466, 0.698)
H (-5.720, -1.817, -1.868)
H (4.725, 0.616, -2.237)
H (-4.662, 2.597, -0.771)
H (-1.623, 3.291, -5.092)
H (-0.503, 3.831, 1.062)
H (1.311, -2.173, 1.429)
H (2.966, 1.448, -3.370)
H (5.486, -0.899, 0.793)
H (1.323, 1.749, -2.861)
H (-0.187, -4.466, -3.276)
H (-3.461, 3.866, -1.000)

Force components x, y, z for each atom (eV/Å):
O 1.45 -0.20 1.57
O 2.12 -6.74 -1.09
O 1.54 1.20 2.45
O -5.00 0.43 -3.28
O 1.79 0.22 -2.51
O -0.02 -0.30 0.02
O 0.41 -0.80 -0.28
O -0.36 -0.21 0.24
O -4.14 -3.52 3.93
O 1.24 0.70 -0.33
O 1.34 -0.76 -1.03
O -2.04 0.94 0.34
O -0.56 1.89 -1.62
O -1.04 -3.65 -5.11
O -0.87 1.59 1.20
N -0.30 2.68 -4.12
N -0.43 -1.07 2.36
N 2.99 -3.20 5.41
N -1.27 0.17 0.71
N -0.16 -3.03 -1.28
N 3.43 -1.64 1.21
N -1.20 0.56 -5.16
N 0.56 -3.41 1.97
C -1.35 -0.72 0.11
C 0.88 2.75 -1.15
C -0.43 -0.23 -0.66
C -0.41 -1.95 -2.07
C -1.24 1.18 -0.70
C -2.72 0.82 2.43
C 1.66 0.49 -0.31
C 4.82 -1.47 4.78
C -3.77 7.54 0.94
C -0.35 -0.76 0.42
C 1.93 3.54 -6.18
C 1.09 -1.70 -1.99
C 0.99 -1.41 1.74
C -0.07 1.55 -1.12
C 3.32 0.44 1.56
C 0.46 4.13 7.67
C -1.66 -0.86 0.45
C 0.40 -0.08 -1.02
C 0.12 2.60 0.59
H -0.28 -0.02 -0.72
H -0.19 -0.63 0.79
H -0.16 0.29 0.03
H 0.65 -0.08 -1.08
H -1.16 0.78 1.97
H 1.59 2.31 -2.24
H 0.61 -0.76 -1.39
H -0.80 1.51 0.57
H 0.07 0.60 -0.77
H -0.25 -1.11 0.71
H -0.44 0.24 2.03
H 1.66 -1.21 0.17
H 0.29 -0.27 -1.35
H -1.24 1.00 -0.85
H -2.13 0.05 -0.22
H -0.24 -0.53 0.56
H 0.95 0.30 0.10
H -0.71 0.40 -0.12
H -0.20 -1.16 0.48
H 0.46 0.06 0.62
H 0.04 -2.18 0.29
H -0.46 -0.33 0.45
H -0.38 1.36 -0.24
H -1.10 -0.47 -0.90
H 2.20 0.18 0.35
H 0.81 0.17 -0.07
H 0.21 -0.32 0.08
H -0.73 -0.93 0.55
H -0.25 0.16 0.87
H -0.41 -1.07 -0.20
H 0.21 -1.30 -0.17
H -0.44 -0.79 -0.31
H -0.47 0.02 0.54
H -0.13 1.12 0.40
H 1.08 0.07 -0.40
H -0.37 -0.25 -0.14
H -3.91 0.53 -0.09
H -0.46 0.17 -0.46
H 0.80 -0.83 0.09
H 0.51 1.10 0.59
H -0.60 -0.48 -1.32
H -0.98 -0.35 -0.25
H -0.07 -0.05 0.41
H -0.48 0.60 1.10
H -1.68 -0.22 0.77
H 0.14 -0.10 -0.24
H 0.46 2.33 -1.40
H 0.08 0.35 0.30
H -0.20 0.40 0.05
H 0.14 0.57 0.54
H 0.47 0.06 -0.45
H 0.12 1.15 -0.15
H -0.21 -0.46 -0.05
H 0.46 -0.46 0.44
H 1.00 -0.20 -0.44
H 0.68 0.30 0.40
H 0.31 -0.02 -0.12
H -0.46 0.10 -0.64
H -0.82 -0.50 -1.05
H 0.02 -0.04 0.10
H 0.08 0.59 -0.26
H -0.35 0.09 -0.35
H 0.88 -0.26 0.39
H 1.18 -0.13 -0.74
H -0.31 0.14 0.54
H 0.45 0.33 -0.15
H 1.02 -0.76 0.53
H 0.26 1.12 0.39

---

No. 2
Entry from OMol25: C19H6Cl10N2SSr as an isolated structure (ωB97M-V/def2-TZVPD).

**Molar mass**: 736.488 g/mol
**Electronic energy**: -5868.04316 a.u.
**Gap between HOMO and LUMO**: 0.321 Eh
**Lowest unoccupied orbital energy**: -0.2 eV
**Energy relative to the best compared isomer or geometry (same formula, charge and spin)**: 5.1 kJ/mol
**Strongest force on any atom**: 0.24 eV/Å
**Net charge**: 0

Element x y z (Å)
Sr (-1.169, -1.420, 0.201)
Cl (-4.318, 2.722, 3.942)
Cl (-1.404, -2.724, 3.050)
Cl (-3.614, 0.929, 6.394)
Cl (-3.535, 1.786, 1.047)
Cl (0.837, -3.143, -1.327)
Cl (-0.495, 1.204, -5.607)
Cl (1.969, -0.661, -6.011)
Cl (2.645, -2.841, -3.872)
Cl (-2.305, 0.876, -3.069)
Cl (-2.134, -1.793, 5.963)
S (3.552, -0.315, 0.872)
N (1.960, -1.655, 2.582)
N (0.965, -0.185, 1.067)
C (-3.211, 0.413, 4.805)
C (1.336, 0.695, 0.045)
C (1.261, -1.831, -3.685)
C (-0.699, -1.161, -2.358)
C (-0.950, -0.208, -3.327)
C (0.958, 2.255, -1.720)
C (0.960, -0.856, -4.633)
C (2.020, -0.745, 1.586)
C (2.703, 0.732, -0.238)
C (-0.156, -0.030, -4.453)
C (-2.267, -1.174, 3.308)
C (-3.185, 0.764, 2.430)
C (0.455, 1.483, -0.688)
C (-2.557, -0.443, 2.190)
C (3.212, 1.509, -1.267)
C (0.413, -1.939, -2.589)
C (-2.559, -0.804, 4.615)
C (-3.527, 1.212, 3.701)
C (2.322, 2.262, -2.013)
H (-0.608, 1.515, -0.465)
H (1.089, -1.746, 3.083)
H (2.797, -1.929, 3.063)
H (2.691, 2.868, -2.829)
H (0.277, 2.854, -2.310)
H (4.271, 1.524, -1.486)

Force components x, y, z for each atom (eV/Å):
Sr -0.06 0.08 0.05
Cl 0.00 0.01 -0.01
Cl 0.06 -0.10 0.02
Cl -0.01 0.02 0.04
Cl 0.01 -0.03 0.04
Cl 0.03 -0.01 -0.04
Cl -0.01 0.01 0.00
Cl 0.02 0.01 -0.03
Cl -0.02 0.02 0.00
Cl 0.03 -0.03 -0.01
Cl -0.01 0.01 -0.03
S 0.00 0.04 -0.03
N -0.02 -0.05 0.02
N 0.05 -0.04 -0.02
C 0.03 -0.04 -0.05
C -0.06 -0.03 0.02
C 0.05 -0.01 -0.01
C 0.14 -0.18 0.04
C -0.04 0.03 0.02
C -0.02 -0.03 0.01
C -0.11 0.05 0.04
C -0.04 -0.01 -0.02
C 0.01 0.02 -0.04
C 0.12 -0.05 -0.04
C -0.03 0.05 0.11
C -0.03 0.06 -0.05
C 0.01 0.08 -0.10
C -0.01 0.04 -0.20
C 0.03 -0.05 0.05
C -0.16 0.16 0.07
C 0.00 -0.02 0.09
C -0.02 0.00 0.04
C -0.03 0.04 -0.05
H 0.04 -0.05 0.06
H -0.01 0.01 0.02
H 0.02 -0.01 -0.01
H 0.00 0.00 0.00
H 0.01 0.00 -0.01
H 0.00 0.00 0.00